(1)
8
Properties=species:S:1:pos:R:3:forces:R:3 method="wB97M-V/def2-TZVPD" lumo_energy_ev="0.32 / -2.82" e_homo_ev="-5.240 / -8.530" orbital_gap_ha="0.2043 / 0.2097" multiplicity=3
S -2.384796 1.616278 -0.389553 3.3037 0.8052 0.1347
H 0.127999 1.906184 0.320720 -0.2202 -0.2901 -0.5617
N -0.586767 -1.180181 -0.031004 1.4825 -1.9533 -0.9708
N 0.049867 -0.052697 -0.035253 2.0735 -1.6662 1.3031
H 0.147258 -1.862242 0.104809 -0.8288 -1.0038 -0.5159
S -2.110278 -1.618257 -0.403516 0.2326 -3.2016 -0.3674
C -0.459499 1.037465 -0.007481 -3.9583 6.5268 -0.3208
S -3.028621 -0.106777 0.584005 -2.0852 0.7829 1.2988

=====

(2)
9
Properties=species:S:1:pos:R:3:forces:R:3 method="wB97M-V/def2-TZVPD" lumo_energy_ev=-1.33 e_homo_ev=-8.610 orbital_gap_ha=0.2674 multiplicity=1
H -1.070002 1.606443 -0.784092 0.0478 -0.5008 0.9510
S -0.571080 -2.236595 1.648611 0.5409 0.8988 -0.9721
N -1.404620 -1.197788 0.891220 -1.6905 -2.5843 0.6854
C -0.808033 0.599125 -0.400883 1.0732 0.7846 -2.0271
N -1.464896 -0.002621 0.473614 -0.4069 1.8023 0.5474
S 1.279588 -1.810688 1.672220 0.6631 -0.0477 0.7131
S 0.529543 -0.099000 -1.357917 -0.6552 -1.0883 -0.2882
H 1.860030 1.581191 -0.439965 0.9400 0.6275 1.7399
S 1.649471 1.559931 -1.702808 -0.5123 0.1078 -1.3493

=====

(3)
9
Properties=species:S:1:pos:R:3:forces:R:3 method="wB97M-V/def2-TZVPD" lumo_energy_ev=-0.33 e_homo_ev=-8.730 orbital_gap_ha=0.3087 multiplicity=1
C 0.083738 -0.199419 0.493082 -1.7009 2.0649 1.3108
S 0.726814 1.352721 -0.354342 -0.7838 -0.0174 0.1503
S 2.622349 0.606651 -0.390331 0.5197 0.7481 -1.0218
N 2.332444 -0.698092 0.537439 0.7643 -0.7816 0.8239
N 1.223099 -0.948773 0.974580 -1.2475 -0.8509 0.2606
H -0.636077 0.230111 1.360345 1.8593 -1.2747 -1.8141
H -2.576260 0.957287 -1.526444 0.2711 -1.3973 1.0275
S -1.027208 -1.252942 -0.567385 -0.2966 1.0183 0.0451
S -2.748898 -0.047547 -0.526941 0.6144 0.4906 -0.7824

=====

| no. | energy (eV) |
| --- | --- |
| 1 | -36549.480 |
| 2 | -47387.516 |
| 3 | -47388.634 |